Entry 1:
100
Properties=species:S:1:pos:R:3 method="wB97M-V/def2-TZVPD" e_tot_ha=-7973.11749 relative_energy_kj_mol=25.7 homo_lumo_gap_ev=4.7781 total_charge=+1
Lu 0.100 -0.134 0.323
F 6.679 -3.884 -0.723
C 5.392 -3.603 -0.746
C 4.486 -4.533 -1.211
F 4.907 -5.712 -1.634
C 3.135 -4.223 -1.232
F 2.308 -5.151 -1.707
C 2.650 -3.003 -0.789
P 0.858 -2.653 -0.753
C 0.233 -3.971 0.330
C 0.279 -3.696 1.697
C -0.121 -4.648 2.621
C -0.582 -5.882 2.180
C -0.634 -6.159 0.820
C -0.222 -5.210 -0.106
C 0.308 -2.962 -2.451
C 1.148 -2.666 -3.522
C 0.699 -2.838 -4.825
C -0.590 -3.296 -5.061
C -1.441 -3.559 -3.995
C -0.999 -3.384 -2.690
C 3.589 -2.088 -0.334
Br 3.129 -0.357 0.273
C 4.940 -2.368 -0.307
F 5.825 -1.482 0.129
H 0.642 -2.737 2.057
H -0.069 -4.430 3.681
H -0.892 -6.633 2.896
H -0.984 -7.123 0.477
H -0.252 -5.446 -1.161
H 2.159 -2.315 -3.350
H 1.360 -2.620 -5.654
H -0.933 -3.446 -6.077
H -2.450 -3.905 -4.178
H -1.673 -3.572 -1.862
C -4.861 -3.113 1.060
N -4.001 -2.677 2.157
C -2.880 -1.979 1.995
S -2.379 -1.549 0.401
N -2.174 -1.663 3.071
C -2.549 -2.021 4.424
H -5.651 -3.732 1.477
H -4.292 -3.695 0.339
H -5.306 -2.258 0.552
H -4.302 -2.883 3.095
H -1.390 -1.029 2.936
H -2.617 -3.105 4.538
H -3.496 -1.563 4.719
H -1.775 -1.662 5.094
N -0.994 -0.085 -1.740
C -1.767 -0.041 -2.589
C -2.721 0.090 -3.653
C -2.277 0.035 -4.974
C -3.197 0.209 -5.991
C -4.534 0.436 -5.684
C -4.966 0.492 -4.363
C -4.058 0.320 -3.334
H -1.228 -0.126 -5.188
H -2.872 0.182 -7.022
H -5.248 0.581 -6.485
H -6.006 0.683 -4.138
H -4.369 0.370 -2.298
O -0.067 6.766 -5.111
S 1.165 7.535 -5.161
O 1.002 8.955 -5.352
O 2.239 6.910 -5.914
C 1.812 7.355 -3.478
N 2.578 8.304 -2.913
C 3.077 8.032 -1.717
C 2.832 6.845 -1.033
C 2.025 5.946 -1.697
N 1.530 6.188 -2.896
C 1.612 4.609 -1.177
C 0.627 3.924 -1.888
C 0.245 2.674 -1.479
N 0.778 2.054 -0.408
C 1.709 2.727 0.292
C 2.152 3.983 -0.056
H 3.708 8.797 -1.274
H 3.240 6.669 -0.047
H 0.201 4.391 -2.768
H -0.502 2.135 -2.035
H 2.111 2.231 1.170
H 2.925 4.455 0.537
F 0.839 4.893 8.434
C 1.146 3.596 8.580
F 0.421 3.116 9.598
F 2.440 3.531 8.934
C 0.898 2.835 7.302
C 1.584 3.224 6.159
C 1.365 2.561 4.967
C 0.456 1.502 4.909
C -0.225 1.121 6.065
C -0.004 1.787 7.260
C 0.223 0.825 3.660
C 0.070 0.292 2.570
H 2.288 4.044 6.204
H 1.893 2.862 4.071
H -0.936 0.308 6.023
H -0.532 1.492 8.156

---

Entry 2:
91
Properties=species:S:1:pos:R:3 method="wB97M-V/def2-TZVPD" e_tot_ha=-3162.92986 homo_lumo_gap_ev=4.2930 total_charge=-1
C -1.917 -3.620 -0.998
Si -2.261 -1.808 -1.469
C -2.616 -0.694 0.016
C -0.631 -1.162 -2.245
C -3.542 -1.725 -2.828
S -5.148 -1.594 -2.168
O -5.570 -0.213 -1.937
O -5.440 -2.497 -1.047
F -6.110 -2.135 -3.372
H -1.170 -3.693 -0.201
H -1.497 -4.096 -1.891
H -2.817 -4.175 -0.739
H -2.539 0.349 -0.308
H -1.850 -0.811 0.793
H -3.577 -0.872 0.496
H -0.911 -0.427 -3.003
H -0.122 -1.974 -2.769
H 0.009 -0.648 -1.523
H -3.520 -2.696 -3.341
C -5.617 4.145 -5.054
C -5.277 2.954 -4.416
C -3.949 2.657 -4.161
C -2.955 3.551 -4.554
C -3.293 4.735 -5.213
C -4.629 5.033 -5.453
C -2.237 5.672 -5.676
O -2.521 6.709 -6.246
C -0.812 5.310 -5.432
C 0.195 6.146 -5.903
C 1.524 5.827 -5.672
C 1.853 4.676 -4.961
C 0.855 3.837 -4.494
C -0.479 4.147 -4.735
C -1.541 3.225 -4.256
O -1.277 2.219 -3.634
H -6.657 4.378 -5.245
H -6.047 2.256 -4.115
H -3.685 1.732 -3.662
H -4.894 5.955 -5.953
H -0.062 7.041 -6.452
H 2.305 6.476 -6.043
H 2.891 4.432 -4.776
H 1.107 2.940 -3.946
C 0.850 -8.974 2.973
C 1.855 -9.317 3.873
C 2.881 -8.426 4.143
C 2.912 -7.190 3.505
C 1.915 -6.856 2.587
C 0.879 -7.747 2.330
C 1.954 -5.559 1.861
O 1.088 -5.265 1.065
C 3.086 -4.634 2.127
C 3.166 -3.439 1.420
C 4.207 -2.560 1.666
C 5.168 -2.865 2.626
C 5.096 -4.056 3.330
C 4.059 -4.949 3.077
C 4.009 -6.236 3.817
O 4.847 -6.507 4.656
H 0.045 -9.668 2.770
H 1.835 -10.280 4.366
H 3.659 -8.688 4.845
H 0.102 -7.480 1.627
H 2.416 -3.201 0.678
H 4.268 -1.631 1.114
H 5.975 -2.172 2.823
H 5.843 -4.297 4.073
C -0.183 2.943 -0.164
C -0.679 4.164 0.282
C -0.429 4.588 1.576
C 0.309 3.785 2.439
C 0.786 2.547 1.999
C 0.547 2.135 0.692
C 1.532 1.652 2.920
O 1.950 0.575 2.547
C 1.747 2.099 4.322
C 2.395 1.252 5.215
C 2.614 1.659 6.520
C 2.195 2.919 6.938
C 1.545 3.764 6.055
C 1.311 3.354 4.747
C 0.581 4.259 3.819
O 0.215 5.358 4.188
H -0.376 2.616 -1.179
H -1.261 4.786 -0.386
H -0.809 5.539 1.921
H 0.924 1.181 0.350
H 2.722 0.275 4.887
H 3.114 0.996 7.214
H 2.372 3.238 7.957
H 1.213 4.741 6.379

---

Entry 3:
95
Properties=species:S:1:pos:R:3 method="wB97M-V/def2-TZVPD" e_tot_ha=-7740.14911 relative_energy_kj_mol=0.0 homo_lumo_gap_ev="6.3016 / 6.6518" total_charge=-1 spin_multiplicity=5
Pt 1.724 0.539 -0.651
Br -2.270 -4.308 7.470
C -0.773 -3.200 7.104
C -0.585 -2.043 7.848
C 0.506 -1.243 7.583
C 1.417 -1.582 6.572
C 1.207 -2.759 5.835
C 0.115 -3.562 6.101
N 2.463 -0.703 6.349
N 3.341 -1.083 5.457
C 3.366 -0.779 4.174
C 4.424 -1.322 3.390
C 4.505 -1.167 2.035
C 3.525 -0.449 1.315
O 3.581 -0.255 0.057
C 2.451 0.122 2.084
N 1.525 0.818 1.366
C 0.595 1.524 1.981
C 0.499 1.541 3.372
C 1.368 0.781 4.119
C 2.373 0.034 3.488
H -1.288 -1.778 8.626
H 0.680 -0.336 8.148
H 1.907 -3.032 5.059
H -0.050 -4.467 5.533
H 5.168 -1.904 3.918
H 5.308 -1.614 1.466
H -0.086 2.084 1.352
H -0.264 2.145 3.839
H 1.298 0.774 5.196
C -2.718 -6.491 -0.053
C -1.428 -5.771 -0.332
C -0.680 -6.047 -1.466
C 0.521 -5.389 -1.710
C 0.977 -4.445 -0.811
C 0.244 -4.157 0.334
C -0.948 -4.814 0.565
S 2.497 -3.565 -1.102
O 3.192 -3.554 0.159
O 3.145 -4.204 -2.228
N 1.992 -2.088 -1.394
C 1.911 -1.535 -2.608
C 1.855 -2.172 -3.873
C 1.653 -1.430 -5.005
C 1.512 -0.037 -4.928
C 1.597 0.536 -3.687
N 1.812 -0.176 -2.574
H -3.011 -7.115 -0.896
H -3.527 -5.788 0.146
H -2.623 -7.135 0.824
H -1.037 -6.788 -2.171
H 1.111 -5.610 -2.588
H 0.619 -3.421 1.031
H -1.522 -4.586 1.455
H 1.968 -3.244 -3.913
H 1.591 -1.930 -5.963
H 1.342 0.581 -5.797
H 1.504 1.604 -3.553
I 3.195 2.998 -0.422
C -0.106 1.162 -1.047
Ge -1.063 2.632 -1.820
C -2.617 1.811 -2.702
C -2.508 0.501 -3.164
C -3.552 -0.112 -3.841
C -4.731 0.581 -4.070
C -4.858 1.887 -3.619
C -3.810 2.493 -2.943
C -0.261 3.880 -3.103
C -1.130 4.627 -3.898
C -0.652 5.567 -4.796
C 0.715 5.781 -4.916
C 1.592 5.052 -4.131
C 1.106 4.110 -3.232
C -1.704 3.765 -0.345
C -0.858 4.757 0.154
C -1.249 5.557 1.217
C -2.498 5.381 1.796
C -3.346 4.395 1.318
C -2.947 3.591 0.258
H -0.838 0.519 -0.540
H -1.590 -0.051 -2.989
H -3.445 -1.132 -4.187
H -5.548 0.106 -4.597
H -5.777 2.434 -3.794
H -3.932 3.512 -2.591
H -2.201 4.471 -3.827
H -1.346 6.133 -5.404
H 1.092 6.517 -5.616
H 2.659 5.215 -4.205
H 1.810 3.579 -2.605
H 0.126 4.895 -0.282
H -0.576 6.316 1.595
H -2.806 6.009 2.623
H -4.317 4.247 1.773
H -3.612 2.810 -0.093

---

Entry 4:
96
Properties=species:S:1:pos:R:3 method="wB97M-V/def2-TZVPD" e_tot_ha=-5823.43134 relative_energy_kj_mol=118.9 homo_lumo_gap_ev="6.7466 / 6.9484" total_charge=-1 spin_multiplicity=4
V -0.675 0.418 0.509
C -4.815 -0.937 -2.033
N -3.816 -0.877 -0.988
C -4.040 -1.903 0.014
C -2.467 -0.973 -1.527
C -1.987 0.249 -2.284
N -1.756 1.345 -1.344
C -1.584 2.582 -1.874
C -1.491 3.720 -1.031
F -1.686 3.584 0.308
C -1.229 4.992 -1.480
F -1.144 5.974 -0.557
C -1.070 5.293 -2.821
C -1.202 4.219 -3.671
F -1.061 4.403 -5.004
C -1.456 2.932 -3.237
F -1.500 1.977 -4.203
H -4.787 -1.898 -2.583
H -4.676 -0.131 -2.751
H -5.809 -0.828 -1.596
H -3.999 -2.922 -0.413
H -5.020 -1.770 0.476
H -3.283 -1.829 0.795
H -2.344 -1.882 -2.146
H -1.795 -1.111 -0.675
H -2.728 0.496 -3.050
H -1.081 -0.034 -2.839
H -0.856 6.291 -3.173
Cl 0.412 1.785 3.542
C 1.100 2.513 2.099
C 0.813 1.926 0.860
C 1.498 2.579 -0.179
Cl 1.411 1.930 -1.821
C 2.329 3.698 -0.047
Cl 3.119 4.419 -1.413
C 2.532 4.236 1.215
Cl 3.549 5.618 1.435
C 1.920 3.625 2.302
Cl 2.213 4.256 3.890
N -2.592 1.147 1.340
C -2.998 1.240 2.705
C -3.944 2.198 3.052
C -4.279 2.415 4.376
C -3.630 1.680 5.361
C -2.728 0.693 4.998
C -2.426 0.398 3.663
C -1.662 -0.853 3.307
C -1.868 -1.923 4.189
C -1.371 -3.195 3.944
C -0.693 -3.413 2.758
C -0.505 -2.345 1.887
C -0.919 -1.011 2.097
H -1.749 1.733 1.251
H -3.224 1.551 0.659
H -4.382 2.804 2.267
H -5.008 3.173 4.635
H -3.828 1.871 6.408
H -2.233 0.125 5.776
H -2.475 -1.775 5.073
H -1.546 -3.996 4.652
H -0.312 -4.396 2.503
H 0.005 -2.589 0.966
C 2.879 -5.788 -0.003
C 3.813 -4.767 0.104
C 3.435 -3.443 -0.095
C 2.114 -3.120 -0.404
C 1.185 -4.159 -0.507
C 1.560 -5.483 -0.313
Sb 1.541 -1.080 -0.764
C 2.015 -1.254 -2.853
C 1.416 -2.334 -3.511
C 1.582 -2.529 -4.876
C 2.358 -1.645 -5.614
C 2.954 -0.567 -4.979
C 2.777 -0.366 -3.613
C 3.266 -0.258 0.168
C 3.183 -0.162 1.560
C 4.189 0.463 2.284
C 5.286 1.005 1.625
C 5.382 0.905 0.244
C 4.376 0.274 -0.484
H 3.175 -6.818 0.161
H 4.844 -4.997 0.346
H 4.180 -2.662 -0.004
H 0.146 -3.946 -0.739
H 0.821 -6.270 -0.396
H 0.814 -3.049 -2.962
H 1.101 -3.368 -5.363
H 2.492 -1.792 -6.679
H 3.551 0.137 -5.547
H 3.223 0.508 -3.160
H 2.311 -0.538 2.089
H 4.099 0.552 3.360
H 6.058 1.515 2.187
H 6.232 1.330 -0.275
H 4.473 0.208 -1.559

---

Entry 5:
99
Properties=species:S:1:pos:R:3 method="wB97M-V/def2-TZVPD" e_tot_ha=-5970.23383 relative_energy_kj_mol=0.0 homo_lumo_gap_ev=5.2286
Ti 0.416 0.863 0.008
C 1.882 4.028 -0.872
O 1.547 2.673 -1.209
C 1.714 2.328 -2.537
C 1.814 3.221 -3.588
C 1.864 2.716 -4.884
C 1.822 1.350 -5.125
C 1.774 0.463 -4.062
C 1.743 0.962 -2.773
N 1.706 0.149 -1.607
N 2.387 -0.896 -1.696
C 2.472 -1.760 -0.629
C 2.150 -1.398 0.678
O 1.609 -0.216 0.944
C 2.405 -2.297 1.741
C 2.897 -3.536 1.481
C 3.206 -3.960 0.159
C 3.698 -5.258 -0.098
C 3.992 -5.648 -1.375
C 3.808 -4.747 -2.441
C 3.332 -3.482 -2.219
C 3.020 -3.061 -0.909
H 2.875 4.254 -1.258
H 1.862 4.089 0.209
H 1.147 4.717 -1.290
H 1.818 4.289 -3.423
H 1.909 3.407 -5.714
H 1.812 0.977 -6.139
H 1.728 -0.606 -4.216
H 2.167 -1.989 2.749
H 3.060 -4.230 2.297
H 3.835 -5.939 0.733
H 4.365 -6.644 -1.570
H 4.042 -5.059 -3.450
H 3.188 -2.798 -3.042
O -0.654 -1.079 -1.988
C -0.518 -0.994 -0.800
C -0.755 -2.170 0.103
C -0.638 -3.482 -0.340
C -0.799 -4.509 0.575
C -1.099 -4.230 1.908
C -1.244 -2.920 2.340
C -1.064 -1.890 1.425
P -1.225 -0.121 1.727
C -0.931 0.068 3.506
C 0.370 -0.080 3.991
C 0.619 -0.023 5.352
C -0.424 0.200 6.242
C -1.716 0.356 5.766
C -1.973 0.284 4.403
C -2.988 0.240 1.479
C -3.869 -0.754 1.060
C -5.196 -0.443 0.796
C -5.651 0.858 0.947
C -4.781 1.851 1.378
C -3.456 1.547 1.647
H -0.410 -3.677 -1.381
H -0.692 -5.537 0.254
H -1.224 -5.044 2.610
H -1.487 -2.701 3.373
H 1.188 -0.213 3.298
H 1.632 -0.129 5.719
H -0.224 0.267 7.303
H -2.531 0.536 6.455
H -2.988 0.398 4.045
H -3.522 -1.768 0.912
H -5.869 -1.218 0.453
H -6.682 1.100 0.722
H -5.134 2.867 1.501
H -2.782 2.323 1.992
N -1.335 1.888 -1.051
C -2.017 1.445 -2.268
C -1.512 1.782 -3.506
C -2.113 1.269 -4.650
C -3.215 0.439 -4.548
C -3.753 0.163 -3.296
C -3.156 0.664 -2.154
S -3.954 -0.301 -6.012
O -3.814 -1.726 -5.761
O -5.322 0.184 -5.978
O -3.146 0.210 -7.107
H -2.043 1.965 -0.321
H -1.000 2.839 -1.197
H -0.648 2.428 -3.592
H -1.731 1.498 -5.636
H -4.632 -0.465 -3.232
H -3.563 0.432 -1.176
C 4.444 3.595 1.776
S 3.352 2.149 1.764
C 2.240 2.606 3.045
C 0.925 2.863 2.906
S -0.082 2.854 1.476
S 0.089 3.316 4.374
C 1.425 3.207 5.469
S 1.317 3.497 7.073
S 2.877 2.703 4.672
H 5.172 3.433 0.982
H 4.969 3.683 2.724
H 3.882 4.506 1.576